--- one ---
Formula: C3H4FNO
Source: the OMol25 dataset
Level of theory: wB97M-V/def2-TZVPD

```
10
C3H4FNO wB97M-V/def2-TZVPD
C 3.68 0.51 0.19
C 0.76 -0.52 0.01
C 0.56 0.78 -0.10
N 4.03 -0.50 -0.39
O 3.64 1.60 0.53
F 3.43 -1.65 -0.30
H 1.17 -1.10 0.71
H 0.53 -1.35 -0.71
H 1.07 1.46 0.73
H 0.16 1.13 -1.04
```

Properties
HOMO-LUMO gap = 10.62 eV
LUMO = 0.055 eV
2S+1 = 1

=====

--- two ---
Formula: C3H4FNO
Source: the OMol25 dataset
Level of theory: wB97M-V/def2-TZVPD

```
10
C3H4FNO wB97M-V/def2-TZVPD
C 0.55 0.54 -0.50
C 0.32 -0.52 -1.24
C -0.13 0.55 0.77
N -1.31 -0.27 0.56
O -0.56 -1.37 -0.91
F -1.33 -1.16 1.64
H 1.29 1.23 -0.68
H 1.09 -0.81 -2.08
H 0.48 0.22 1.57
H -0.40 1.60 0.88
```

Properties
HOMO-LUMO gap (spin up / spin down) = 7.57 / 7.32 eV
LUMO (spin up / spin down) = -1.195 / -1.390 eV
2S+1 = 1

=====

Stability ranking, top entry: one; the second entry is 1.175 eV less favorable.

=====

--- one ---
Formula: C8H15N2
Source: the OMol25 dataset
Level of theory: wB97M-V/def2-TZVPD

```
25
C8H15N2 wB97M-V/def2-TZVPD
C -0.42 -1.45 0.27
C 0.12 -1.80 -1.97
C 0.14 -0.25 -2.24
C -0.79 0.07 0.01
C -0.29 -0.59 1.43
C 1.14 -0.32 1.93
C -1.38 -0.69 2.49
C 0.31 1.99 -0.98
N 0.22 -2.16 -0.56
N 0.22 0.47 -0.89
H -0.91 -2.14 -2.36
H 0.95 -2.17 -2.52
H 1.05 0.22 -2.81
H -0.82 0.04 -2.68
H -1.80 0.27 0.07
H 1.70 -1.16 1.76
H 1.05 -0.21 3.01
H 1.61 0.50 1.38
H -1.70 0.31 2.80
H -0.92 -1.41 3.23
H -2.33 -1.14 2.02
H 1.15 2.19 -1.73
H -0.48 2.69 -1.01
H 0.81 2.31 0.01
H 1.09 -0.03 -0.49
```

Properties
HOMO-LUMO gap = 9.69 eV
LUMO = -3.379 eV
2S+1 = 1
net charge = +1

=====

--- two ---
Formula: C8H15N2
Source: the OMol25 dataset
Level of theory: wB97M-V/def2-TZVPD

```
25
C8H15N2 wB97M-V/def2-TZVPD
C 2.37 -0.89 0.60
C 1.08 -1.16 0.37
C 2.95 0.38 0.12
C -0.69 0.41 1.71
C -1.11 1.63 -0.43
C -2.20 -0.60 -0.02
C 0.27 -0.60 -1.82
C -0.94 0.24 0.21
N 2.39 1.37 -0.30
N 0.20 -0.42 -0.39
H 3.00 -1.57 1.15
H 0.67 -2.04 0.87
H 4.05 0.34 0.18
H 0.24 0.94 1.88
H -1.49 0.98 2.15
H -0.64 -0.55 2.22
H -1.51 1.56 -1.44
H -0.15 2.14 -0.46
H -1.80 2.22 0.16
H -2.45 -0.66 -1.08
H -2.07 -1.61 0.37
H -3.04 -0.14 0.50
H -0.39 -1.42 -2.13
H -0.04 0.30 -2.34
H 1.29 -0.86 -2.11
```

Properties
HOMO-LUMO gap (spin up / spin down) = 7.11 / 9.77 eV
LUMO (spin up / spin down) = -6.924 / -4.745 eV
2S+1 = 1
net charge = +1

=====

Stability ranking, top entry: two; the second entry is 0.510 eV less favorable.

=====

--- one ---
Formula: C4H8ClFN3
Source: the OMol25 dataset
Level of theory: wB97M-V/def2-TZVPD

```
17
C4H8ClFN3 wB97M-V/def2-TZVPD
C 0.64 0.29 1.29
C 0.76 -0.93 0.29
C -0.12 -0.62 -0.82
C 0.37 0.21 -1.94
N 1.53 0.58 2.12
N -0.59 0.88 1.08
N -1.37 0.45 0.10
F 0.32 -2.03 0.90
Cl -2.70 -0.72 0.69
H 1.91 -1.21 0.10
H -0.75 -1.59 -1.14
H 1.14 -0.42 -2.41
H 0.80 1.12 -1.66
H -0.31 0.28 -2.88
H 1.35 1.12 2.97
H -0.95 1.50 1.79
H -2.04 1.08 -0.47
```

Properties
HOMO-LUMO gap = 9.43 eV
LUMO = -5.006 eV
2S+1 = 1
net charge = +1

=====

--- two ---
Formula: C4H8ClFN3
Source: the OMol25 dataset
Level of theory: wB97M-V/def2-TZVPD

```
17
C4H8ClFN3 wB97M-V/def2-TZVPD
C 0.99 -0.17 -1.01
C -0.20 0.89 -0.53
C -1.08 0.37 0.50
C -1.04 0.58 1.97
N 1.06 -1.34 -0.57
N 1.83 0.35 -1.91
N 0.16 -1.79 0.32
F -0.89 1.30 -1.69
Cl -0.76 -3.22 -0.29
H 0.45 1.75 -0.28
H -2.05 -0.18 0.03
H -0.96 1.70 2.04
H -0.08 0.47 2.41
H -1.89 0.43 2.61
H 1.47 1.04 -2.57
H 2.51 -0.26 -2.31
H 0.48 -1.92 1.26
```

Properties
HOMO-LUMO gap (spin up / spin down) = 7.80 / 7.79 eV
LUMO (spin up / spin down) = -5.924 / -5.927 eV
2S+1 = 1
net charge = +1

=====

Stability ranking, top entry: one; the second entry is 0.386 eV less favorable.

=====

--- one ---
Formula: C6H16N3
Source: the OMol25 dataset
Level of theory: wB97M-V/def2-TZVPD

```
25
C6H16N3 wB97M-V/def2-TZVPD
C -2.90 -0.37 -0.78
C -2.40 -0.54 0.66
C -1.70 0.39 -0.30
C 1.85 -1.78 -0.21
C 1.33 1.80 -0.28
C 0.63 0.47 1.50
N -0.35 0.09 -0.77
N 2.05 -0.37 -0.27
N 0.83 0.44 0.04
H -2.47 -1.28 -1.32
H -3.78 0.13 -1.12
H -3.12 -0.20 1.41
H -1.92 -1.50 0.73
H -1.97 1.40 -0.23
H 1.41 -2.02 0.68
H 1.33 -2.30 -1.12
H 2.78 -2.25 -0.27
H 2.05 1.75 -1.07
H 0.45 2.40 -0.43
H 1.83 2.25 0.55
H -0.05 -0.41 1.84
H 1.66 0.29 1.91
H 0.23 1.37 1.86
H -0.18 0.20 -1.82
H 2.38 0.05 -1.17
```

Properties
HOMO-LUMO gap = 11.10 eV
LUMO = -2.647 eV
2S+1 = 1
net charge = +1

=====

--- two ---
Formula: C6H16N3
Source: the OMol25 dataset
Level of theory: wB97M-V/def2-TZVPD

```
25
C6H16N3 wB97M-V/def2-TZVPD
C -0.73 1.13 -0.24
C -1.67 2.23 -0.29
C -2.56 -0.23 0.50
C 3.37 0.53 0.35
C -0.46 -2.18 -0.68
C 1.22 -0.61 0.40
N -1.16 -0.03 0.07
N 2.24 0.22 -0.55
N -0.30 -1.12 0.28
H 0.27 1.10 -0.46
H -2.57 2.00 -0.66
H -1.16 2.99 -0.83
H -1.95 2.79 0.74
H -3.15 0.54 0.98
H -3.03 -0.66 -0.30
H -2.73 -1.13 1.13
H 3.63 -0.17 1.06
H 4.06 0.94 -0.38
H 3.14 1.32 1.07
H -1.30 -2.79 -0.60
H -0.50 -2.03 -1.78
H 0.21 -3.00 -0.39
H 0.98 0.14 1.27
H 1.54 -1.61 0.58
H 2.62 -0.38 -1.28
```

Properties
HOMO-LUMO gap = 9.41 eV
LUMO = -3.860 eV
2S+1 = 1
net charge = +1

=====

Stability ranking, top entry: one; the second entry is 0.411 eV less favorable.